No. 1
# C4H2OS

The molecule C4H2OS at a distorted geometry (ωB97M-V with the def2-TZVPD basis set, the OMol25 dataset).

Each line ends with the Mulliken charge.
CARTESIAN COORDINATES (ANGSTROEM)
C 1.04697 -0.50672 -1.19558  -0.080
C 1.77408 -1.23763 -1.91901  0.823
C 0.31775 0.63277 -1.55936  0.026
C 0.16476 0.06912 -0.17195  -0.556
O 2.53601 -1.69242 -2.63040  -0.333
S 0.28364 1.90446 -2.54924  -0.298
H -0.81283 -0.44813 0.22580  0.190
H 0.59277 0.46384 0.71191  0.228

E (Ha): -626.92240
Energy above the lowest of the compared OMol25 structures with the same formula, charge and spin (kcal per mole): 8.0
SMILES: O=C=C1CC1=S
Net charge: 0
HOMO energy (eV): -8.743

No. 2
# C4H30BO23

A cluster of 16 separate species, C4H30BO23 in total at a distorted geometry (ωB97M-V with the def2-TZVPD basis set, the OMol25 dataset).

Each line ends with the Mulliken charge.
CARTESIAN COORDINATES (ANGSTROEM)
O -2.47588 1.62807 1.24716  -0.664
C -1.75297 0.74983 0.85973  0.579
O -0.62960 0.82928 0.15988  -0.458
B -0.08823 -0.50604 -0.19176  0.961
O -0.88706 -1.41572 0.77785  -0.501
C -1.94541 -0.74133 1.27712  0.677
O -2.91977 -1.19970 1.86451  -0.649
O 1.30222 -0.66538 0.18556  -0.477
C 1.91707 -1.39527 -0.74347  0.618
O 3.04049 -1.88412 -0.66940  -0.646
C 0.98534 -1.45669 -1.95995  0.667
O -0.14789 -0.84972 -1.63610  -0.451
O 1.18948 -2.12513 -2.99646  -0.673
O -0.40082 2.76063 5.60628  -0.634
H -0.00710 2.62002 6.46734  0.303
H -1.34173 2.80367 5.77675  0.335
O 6.05529 -3.71776 -4.38514  -0.634
H 5.84365 -3.03769 -3.74564  0.316
H 5.30422 -4.31072 -4.36232  0.317
O 3.97997 -0.99429 -6.93948  -0.624
H 3.77976 -1.92468 -6.83687  0.315
H 3.17591 -0.61329 -7.29240  0.310
O 2.66879 4.41198 0.89252  -0.636
H 2.53679 3.90344 0.09240  0.320
H 2.47305 3.79924 1.60136  0.315
O -0.94657 6.25207 1.42415  -0.624
H -1.38850 6.33900 0.57953  0.301
H -1.02324 5.32283 1.64060  0.324
O -5.35805 5.08448 -0.59993  -0.629
H -4.83863 5.02630 -1.40182  0.306
H -5.42388 4.18105 -0.29055  0.328
O -5.49883 6.79241 3.14093  -0.627
H -5.10080 6.34648 2.39330  0.326
H -5.62013 7.69474 2.84541  0.299
O -4.34821 3.34187 5.75889  -0.644
H -4.49391 3.88091 4.98142  0.318
H -4.80375 2.52129 5.57078  0.322
O 0.95115 -3.73080 4.38933  -0.645
H 1.17581 -3.08675 3.71779  0.328
H 0.39970 -4.36819 3.93562  0.317
O -2.92365 -5.87906 2.99907  -0.629
H -3.16757 -5.05759 2.57254  0.323
H -3.38535 -6.55407 2.50165  0.310
O 7.04677 -5.10482 0.21215  -0.642
H 6.19028 -4.68584 0.12779  0.322
H 7.56497 -4.73798 -0.50417  0.321
O 8.19094 -1.03172 -1.58842  -0.638
H 7.52585 -0.48803 -2.01068  0.318
H 7.93972 -1.04425 -0.66487  0.321
O 1.91011 2.62311 -2.84123  -0.590
H 1.88591 3.26618 -3.54984  0.291
H 1.12568 2.09073 -2.97340  0.308
O -1.35277 -4.97626 -6.22983  -0.647
H -0.81934 -4.80494 -5.45371  0.332
H -1.75319 -4.13187 -6.43698  0.315
O -7.49042 -2.58444 0.16944  -0.645
H -6.78588 -2.62681 -0.47713  0.320
H -7.03984 -2.53864 1.01271  0.326

E (Ha): -1926.08372
Energy above the lowest of the compared OMol25 structures with the same formula, charge and spin (kcal per mole): 74.2
Net charge: -1
HOMO energy (eV): -7.857

No. 3
# C4H30N2O9

A cluster of 10 separate species, C4H30N2O9 in total at a distorted geometry (ωB97M-V with the def2-TZVPD basis set, the OMol25 dataset).

Each line ends with the Mulliken charge.
CARTESIAN COORDINATES (ANGSTROEM)
C -1.09539 -1.07154 2.14113  -1.212
N -0.60169 -0.78902 0.79212  0.129
C 0.86857 -0.62550 0.80986  0.618
C 1.45209 -0.93635 -0.55079  -1.348
N 1.52456 0.32273 -1.36281  -0.004
C 2.86048 0.58342 -2.02597  -0.939
H -0.99055 -0.32650 2.94115  0.312
H -0.65094 -1.97816 2.54091  0.420
H -2.15399 -1.37477 2.12065  0.303
H -1.15229 -0.00603 0.43476  0.204
H 1.04154 0.44212 1.06205  0.520
H 1.37897 -1.17714 1.59707  -0.430
H 2.44438 -1.38308 -0.62937  0.457
H 0.85419 -1.66077 -1.10590  0.007
H 0.90372 0.32935 -2.17124  0.282
H 2.78005 0.42675 -3.10858  0.329
H 3.17620 1.54239 -1.71025  0.259
H 3.66457 -0.17873 -1.81289  0.346
H -1.11544 -0.29738 -4.30112  0.314
H -1.11583 -1.19702 -3.09143  0.378
O -0.59846 -0.47497 -3.50678  -0.665
H -2.57062 2.52590 1.34933  0.276
H -3.29791 1.31144 2.07365  0.239
O -2.46974 1.64668 1.72008  -0.512
H -3.95746 -0.83238 -0.14205  0.332
H -3.51498 -2.30369 -0.16671  0.354
O -3.76662 -1.56673 -0.74089  -0.720
H 0.29805 2.46239 1.30186  0.389
H -0.52884 2.54277 2.63974  0.246
O 0.32477 2.30477 2.27217  -0.650
H 1.24179 2.17992 -0.92554  0.339
H -0.08270 1.90602 -0.70794  0.349
O 0.53428 2.57578 -0.36245  -0.874
H 2.65548 2.38079 2.16245  0.384
H 2.39188 2.21460 0.84009  0.277
O 3.15483 1.97399 1.43008  -0.640
H 1.87706 -1.79583 3.26903  0.312
H 2.87961 -0.80156 2.52766  0.418
O 2.80048 -1.58473 3.09076  -0.691
H -2.00370 0.65881 -2.18128  0.348
H -2.29264 -0.42251 -1.10945  0.259
O -2.27538 0.53742 -1.26396  -0.593
H -0.89081 -2.93499 -2.28552  0.332
H -2.17203 -2.50745 -1.48880  0.290
O -1.80956 -2.64118 -2.36487  -0.743

E (Ha): -956.99181
Energy above the lowest of the compared OMol25 structures with the same formula, charge and spin (kcal per mole): 89.7
SMILES: CNCCNC.O.O.O.O.O.O.O.O.O
Net charge: 0
HOMO energy (eV): -8.745

No. 4
# C4H30NO10

A cluster of 10 separate species, C4H30NO10 in total at a distorted geometry (ωB97M-V with the def2-TZVPD basis set, the OMol25 dataset).

Each line ends with the Mulliken charge.
CARTESIAN COORDINATES (ANGSTROEM)
C 0.06919 0.31242 -0.77525  -0.067
C 1.01416 -0.69249 -1.35254  -0.179
C 1.83203 -0.08684 -2.52070  -0.723
C 3.07054 0.55958 -1.92895  -0.523
O 2.64360 1.85439 -1.38293  -0.612
N -1.28449 0.54976 -1.57542  0.145
H 0.60105 1.25202 -0.68307  0.564
H -0.14234 -0.14443 0.16894  -0.771
H 1.72432 -1.05371 -0.60389  0.195
H 0.53837 -1.59292 -1.81888  0.481
H 1.23502 0.74771 -3.12617  0.273
H 2.08027 -0.82900 -3.22402  0.466
H 3.48392 0.01845 -1.08341  0.291
H 3.85863 0.78808 -2.57982  0.387
H 2.61011 1.81514 -0.47428  0.319
H -1.73046 -0.31829 -1.52295  0.466
H -0.94480 0.93132 -2.38939  0.340
H -1.93931 1.11122 -1.13368  0.200
H 0.98286 2.40805 -2.23593  0.238
H 0.58105 3.18517 -3.39384  0.289
O 0.36148 2.50979 -2.76486  -0.545
H -3.04532 3.27846 0.65367  0.328
H -2.10840 2.52112 1.43258  0.321
O -2.78149 2.36489 0.78530  -0.586
H -0.41209 1.01499 2.03005  0.312
H -0.60575 1.94744 3.29328  0.242
O -0.66871 1.86743 2.36588  -0.667
H -0.23496 -2.24241 0.55822  0.222
H 0.71039 -3.22861 1.05412  0.319
O 0.05758 -3.05833 0.45317  -0.619
H -1.71008 -3.11777 0.77347  0.278
H -3.09712 -3.59626 1.27077  0.242
O -2.53915 -2.93940 0.98837  -0.583
H -1.71003 -1.63806 2.81214  0.261
H -2.09846 -0.09434 2.94465  0.308
O -1.33393 -0.74691 2.73008  -0.603
H -3.01835 -1.53137 0.24425  0.417
H -4.06674 -0.32930 0.05599  0.327
O -3.25049 -0.78616 -0.38161  -0.690
H 1.93101 1.22780 2.06466  0.297
H 2.07272 -0.00667 1.48728  0.348
O 1.84657 0.97752 1.14997  -0.687
H 2.26727 -2.17970 2.98998  0.295
H 1.17749 -1.32402 2.44948  0.305
O 1.97285 -1.70578 2.19532  -0.625

E (Ha): -977.23212
Energy above the lowest of the compared OMol25 structures with the same formula, charge and spin (kcal per mole): 102.0
Net charge: +1
HOMO energy (eV): -13.062

No. 5
# C4H30NO11

A structure of composition C4H30NO11 at a distorted geometry (ωB97M-V with the def2-TZVPD basis set, the OMol25 dataset).

Each line ends with the Mulliken charge.
CARTESIAN COORDINATES (ANGSTROEM)
C -2.22773 -2.55810 -1.25439  -1.146
N -1.30324 -1.43709 -0.78111  0.388
C -1.21568 -0.27738 -1.64284  -0.541
C 0.00006 -2.10813 -0.61770  -1.205
C 0.89552 -1.22910 0.27558  0.002
O 2.15001 -0.96716 -0.33532  -0.652
H -2.00104 -3.47355 -0.83292  0.403
H -2.01545 -2.84572 -2.34427  0.335
H -3.23153 -2.34456 -1.15794  0.323
H -2.16762 0.06684 -2.16215  0.345
H -0.53371 -0.20978 -2.43635  0.321
H -0.73252 0.54641 -0.99473  -0.248
H -0.21576 -3.12526 -0.40544  0.513
H 0.24958 -2.31029 -1.64553  0.669
H 1.03518 -1.80950 1.17096  0.573
H 0.41817 -0.27526 0.54633  -0.449
H 1.92350 -0.20593 -0.98668  0.390
H 1.45266 3.14662 0.41586  0.222
O 1.10598 2.28927 0.42391  -0.982
H 3.85609 -0.91878 0.86958  0.335
H 3.89815 0.33868 0.06218  0.334
O 4.37879 -0.03469 0.72910  -0.633
H 0.48424 0.44822 4.16754  0.284
H 0.37801 -0.00812 2.75865  0.367
O 0.34899 -0.35240 3.63286  -0.647
H 2.02935 -1.17664 -3.40933  0.303
H 2.81956 -2.33415 -2.65300  0.329
O 2.16966 -2.11876 -3.37205  -0.672
H -2.97642 -0.23324 2.38418  0.337
H -3.22111 0.33790 1.08246  0.319
O -3.44110 0.51985 1.97583  -0.661
H 2.29310 1.98864 -1.93148  0.256
H 1.40936 1.55661 -0.82608  0.361
O 1.64008 1.30984 -1.85308  -0.674
H 0.71744 2.24953 1.65169  0.433
H -0.73780 2.41510 2.29541  0.221
O 0.07160 2.33733 2.60877  -0.780
H -1.40894 -1.95375 2.70333  0.242
H -1.07464 -1.38959 4.08761  0.421
O -1.57436 -2.18191 3.59789  -0.700
H -0.29909 2.25182 -2.75165  0.316
H -1.30355 2.80021 -1.86373  0.350
O -1.29246 2.34215 -2.73142  -0.699
H -1.45701 4.04997 0.99981  0.245
H -0.14107 3.28027 0.28446  0.453
O -1.15325 3.60358 0.26525  -0.705

E (Ha): -1052.74328
Energy above the lowest of the compared OMol25 structures with the same formula, charge and spin (kcal per mole): 99.3
Net charge: -1
HOMO energy (eV): -5.959

- Which formula does entry 1 have?
  C4H2OS

Repeat the first record exactly.
# C4H2OS

The molecule C4H2OS at a distorted geometry (ωB97M-V with the def2-TZVPD basis set, the OMol25 dataset).

Each line ends with the Mulliken charge.
CARTESIAN COORDINATES (ANGSTROEM)
C 1.04697 -0.50672 -1.19558  -0.080
C 1.77408 -1.23763 -1.91901  0.823
C 0.31775 0.63277 -1.55936  0.026
C 0.16476 0.06912 -0.17195  -0.556
O 2.53601 -1.69242 -2.63040  -0.333
S 0.28364 1.90446 -2.54924  -0.298
H -0.81283 -0.44813 0.22580  0.190
H 0.59277 0.46384 0.71191  0.228

E (Ha): -626.92240
Energy above the lowest of the compared OMol25 structures with the same formula, charge and spin (kcal per mole): 8.0
SMILES: O=C=C1CC1=S
Net charge: 0
HOMO energy (eV): -8.743

Please write out number 4 again, unchanged.
# C4H30NO10

A cluster of 10 separate species, C4H30NO10 in total at a distorted geometry (ωB97M-V with the def2-TZVPD basis set, the OMol25 dataset).

Each line ends with the Mulliken charge.
CARTESIAN COORDINATES (ANGSTROEM)
C 0.06919 0.31242 -0.77525  -0.067
C 1.01416 -0.69249 -1.35254  -0.179
C 1.83203 -0.08684 -2.52070  -0.723
C 3.07054 0.55958 -1.92895  -0.523
O 2.64360 1.85439 -1.38293  -0.612
N -1.28449 0.54976 -1.57542  0.145
H 0.60105 1.25202 -0.68307  0.564
H -0.14234 -0.14443 0.16894  -0.771
H 1.72432 -1.05371 -0.60389  0.195
H 0.53837 -1.59292 -1.81888  0.481
H 1.23502 0.74771 -3.12617  0.273
H 2.08027 -0.82900 -3.22402  0.466
H 3.48392 0.01845 -1.08341  0.291
H 3.85863 0.78808 -2.57982  0.387
H 2.61011 1.81514 -0.47428  0.319
H -1.73046 -0.31829 -1.52295  0.466
H -0.94480 0.93132 -2.38939  0.340
H -1.93931 1.11122 -1.13368  0.200
H 0.98286 2.40805 -2.23593  0.238
H 0.58105 3.18517 -3.39384  0.289
O 0.36148 2.50979 -2.76486  -0.545
H -3.04532 3.27846 0.65367  0.328
H -2.10840 2.52112 1.43258  0.321
O -2.78149 2.36489 0.78530  -0.586
H -0.41209 1.01499 2.03005  0.312
H -0.60575 1.94744 3.29328  0.242
O -0.66871 1.86743 2.36588  -0.667
H -0.23496 -2.24241 0.55822  0.222
H 0.71039 -3.22861 1.05412  0.319
O 0.05758 -3.05833 0.45317  -0.619
H -1.71008 -3.11777 0.77347  0.278
H -3.09712 -3.59626 1.27077  0.242
O -2.53915 -2.93940 0.98837  -0.583
H -1.71003 -1.63806 2.81214  0.261
H -2.09846 -0.09434 2.94465  0.308
O -1.33393 -0.74691 2.73008  -0.603
H -3.01835 -1.53137 0.24425  0.417
H -4.06674 -0.32930 0.05599  0.327
O -3.25049 -0.78616 -0.38161  -0.690
H 1.93101 1.22780 2.06466  0.297
H 2.07272 -0.00667 1.48728  0.348
O 1.84657 0.97752 1.14997  -0.687
H 2.26727 -2.17970 2.98998  0.295
H 1.17749 -1.32402 2.44948  0.305
O 1.97285 -1.70578 2.19532  -0.625

E (Ha): -977.23212
Energy above the lowest of the compared OMol25 structures with the same formula, charge and spin (kcal per mole): 102.0
Net charge: +1
HOMO energy (eV): -13.062